#P
Entry from the Open Molecules 2025 dataset: a single C8H16N2O3 molecule (ωB97M-V with the def2-TZVPD basis set).

Values from the calculation:
- SMILES string: CC(C)[C@H](N)C(=O)N[C@@H](C)C(=O)O
- HOMO level: -9.44 eV
- HOMO-LUMO gap: 9.9569 eV

Each line ends with the Löwdin charge.
Cartesian coordinates (Å):
O  -0.79629  -1.02137  2.64869  0.1048
O  2.43225  -0.75721  0.36046  0.0718
O  -2.86217  -0.59272  1.76375  0.0979
N  0.82728  1.53807  1.10614  0.0102
N  0.39488  -1.69693  0.37139  0.0750
C  0.43409  0.76516  -0.01015  -0.3058
C  -1.71028  -1.05952  1.69410  -0.5011
C  1.65886  2.60284  -1.02265  -0.0871
C  -1.09266  -1.76152  0.50008  -0.2862
C  0.83915  1.37186  -1.41607  -0.3232
C  -0.47064  1.76641  -2.14266  -0.0722
C  -1.55915  -3.24468  0.50125  -0.0008
C  1.23430  -0.58186  0.16772  -0.4053
H  -1.42807  -1.15155  -0.36579  0.1419
H  -1.01342  0.82674  -2.22815  0.0523
H  2.80366  2.40525  -1.07376  0.1173
H  0.69991  -2.59643  0.00112  0.1396
H  1.55332  3.46906  -1.63274  0.0643
H  0.12952  -0.96562  2.26039  0.1283
H  -1.09596  2.42925  -1.49837  0.1011
H  -1.20142  -3.80737  -0.34181  0.0803
H  -0.49077  2.03954  -3.25506  0.1005
H  1.53168  0.55879  -1.80132  0.1462
H  0.40680  1.16630  2.01423  0.1221
H  1.81058  1.54699  1.34623  0.0962
H  -0.68096  0.71899  0.04652  0.1376
H  1.46677  2.83771  -0.03321  0.0166
H  -1.20590  -3.53360  1.50666  0.1046
H  -2.61533  -3.27257  0.53299  0.0733

---

#Q
Entry from the Open Molecules 2025 dataset: C8H16N2O3 as an isolated structure (ωB97M-V with the def2-TZVPD basis set).

Values from the calculation:
- HOMO level: -9.44 eV
- HOMO-LUMO gap: 9.6839 eV

Each line ends with the Löwdin charge.
Cartesian coordinates (Å):
O  -0.29777  2.58816  0.76995  0.0964
O  -1.54798  2.23788  -0.99269  0.0233
O  1.26487  -1.26314  -1.59131  -0.0521
N  3.70416  0.10608  0.83275  -0.1620
N  1.10179  0.11672  0.14829  0.0640
C  -3.35196  -2.00339  0.07297  -0.1385
C  -0.56023  1.83806  -0.14162  -0.4676
C  -1.14211  -0.65925  0.18216  -0.4066
C  -1.17996  -0.96584  1.64342  -0.1086
C  3.38937  -0.87918  -0.23653  -0.2203
C  1.93320  -0.53987  -0.75416  -0.3621
C  -0.21430  0.40224  -0.28505  -0.2802
C  -2.69604  -0.53984  -0.26734  -0.2108
H  -0.25356  -0.13652  -1.41327  0.2127
H  3.93984  -0.32263  2.06162  0.1945
H  -0.14952  -1.02344  2.22860  0.1023
H  -2.96357  -0.20909  -1.37814  0.1240
H  -3.58693  -1.79336  1.20081  0.0816
H  2.92226  -1.83899  0.35513  0.1664
H  -4.24147  -1.90736  -0.71396  0.0944
H  4.27661  -0.97277  -0.90005  0.1079
H  -0.85091  -1.59345  -0.28853  0.1182
H  1.41796  0.74684  0.95649  0.1686
H  -2.64573  -2.88036  -0.13654  0.0830
H  4.84091  0.66537  0.49804  0.1808
H  -1.60937  -1.99554  1.68968  0.0643
H  -3.29026  0.27765  0.47068  0.1471
H  -2.19599  3.03579  -0.56776  0.2340
H  -1.67271  -0.03264  2.29920  0.1452

---

Stability check: which of them is least stable? #Q.